[1]
Here is C28H31N5O6PRuS5 as an isolated structure in a non-equilibrium geometry from the OMol25 dataset. Energies are from the ωB97M-V functional and the def2-TZVPD basis.

XYZ file:
```
77
Properties=species:S:1:pos:R:3
Ru 0.86 0.05 -0.37
O 1.62 1.41 1.84
C 0.81 1.56 0.94
C -0.22 2.65 0.92
C -0.36 3.58 1.95
C -1.35 4.53 1.85
C -2.18 4.56 0.72
C -2.03 3.63 -0.30
C -1.04 2.65 -0.18
P -0.56 1.43 -1.44
C -2.05 0.71 -2.13
C -3.20 0.60 -1.35
C -4.32 -0.07 -1.84
C -4.28 -0.65 -3.11
C -3.13 -0.56 -3.88
C -2.01 0.11 -3.39
C 0.16 2.59 -2.64
C 1.39 3.18 -2.34
C 1.92 4.14 -3.19
C 1.23 4.51 -4.34
C 0.02 3.92 -4.64
C -0.53 2.96 -3.79
H 0.30 3.54 2.80
H -1.48 5.27 2.63
H -2.95 5.32 0.64
H -2.67 3.67 -1.17
H -3.24 1.05 -0.37
H -5.21 -0.14 -1.24
H -5.14 -1.17 -3.49
H -3.09 -1.03 -4.86
H -1.11 0.17 -4.00
H 1.93 2.90 -1.44
H 2.87 4.60 -2.95
H 1.65 5.25 -5.01
H -0.52 4.20 -5.54
H -1.49 2.52 -4.02
S 0.00 -1.81 -1.72
S 1.80 -2.45 -1.42
S 3.06 -1.50 -2.73
S 2.06 0.12 -3.09
N 4.50 1.63 -1.28
C 4.05 0.95 -0.21
N 4.63 1.15 0.98
O 3.11 0.13 -0.35
H 5.30 2.24 -1.24
H 4.09 1.41 -2.18
H 5.35 1.83 1.12
H 4.17 0.75 1.78
C 3.73 -2.64 7.97
C 3.28 -2.18 6.58
S 1.98 -3.19 5.92
O 1.37 -3.94 7.00
O 2.51 -3.89 4.76
C 0.80 -2.02 5.34
C -0.17 -2.64 4.31
N -0.43 -1.73 3.17
C 0.34 -1.66 2.06
N -0.17 -0.77 1.22
C -1.28 -0.23 1.81
C -1.45 -0.81 3.00
N -2.47 -0.49 3.97
O -2.41 -1.01 5.07
O -3.30 0.32 3.62
C 1.57 -2.48 1.86
H 4.62 -2.08 8.25
H 3.97 -3.70 7.97
H 2.95 -2.48 8.71
H 4.07 -2.25 5.84
H 2.89 -1.16 6.60
H 1.37 -1.20 4.90
H 0.26 -1.68 6.22
H -1.12 -2.84 4.79
H 0.21 -3.57 3.90
H -1.90 0.53 1.35
H 1.92 -2.94 2.78
H 2.35 -1.85 1.44
H 1.36 -3.28 1.14
```

For the HOMO energy (alpha / beta), the calculation gives -10.33 / -9.96 eV. As for the total charge: +1. As for the largest force on an atom: 2.61 eV/A. Its spin multiplicity is 1. The LUMO energy (alpha / beta) comes out at -3.69 / -4.30 eV. The orbital gap (alpha / beta) is 6.635 / 5.658 eV.

Okay, here come the Löwdin numbers, in e, for every atom: 0.753 0.019 -0.428 -0.237 -0.002 -0.041 -0.041 -0.050 -0.302 0.954 -0.387 -0.085 -0.058 -0.059 -0.057 -0.148 -0.388 -0.138 -0.063 -0.061 -0.056 -0.072 0.124 0.114 0.115 0.120 0.096 0.113 0.113 0.116 0.099 0.089 0.110 0.112 0.114 0.101 0.164 0.054 0.076 0.132 0.190 -0.635 0.200 -0.255 0.116 0.040 0.116 0.108 -0.104 -0.293 0.652 -0.292 -0.326 -0.209 -0.098 0.073 -0.273 -0.048 -0.008 -0.109 -0.323 0.099 0.117 0.008 0.082 0.085 0.081 0.102 0.098 0.113 0.116 0.120 0.123 0.117 0.061 0.068 0.071

---

[2]
Here is C28H32BrFeN4O3Si2 as an isolated structure in a non-equilibrium geometry from the OMol25 dataset. Energies are from the ωB97M-V functional and the def2-TZVPD basis.

XYZ file:
```
71
Properties=species:S:1:pos:R:3
Fe 0.39 0.39 0.06
Br 1.82 -5.57 4.70
C 1.67 -3.86 3.83
C 1.63 -2.72 4.61
C 1.50 -1.49 3.99
C 1.37 -1.36 2.58
O 1.16 -0.21 2.05
C 1.51 -2.56 1.80
C 1.64 -2.53 0.38
N 1.57 -1.43 -0.34
C 2.01 -1.37 -1.63
C 2.23 -2.46 -2.49
C 2.79 -2.28 -3.74
C 3.22 -1.03 -4.17
C 3.03 0.10 -3.34
C 3.48 1.39 -3.67
C 3.28 2.43 -2.78
C 2.58 2.19 -1.61
N 2.11 0.99 -1.27
C 2.37 -0.06 -2.08
C 1.64 -3.80 2.46
H 1.70 -2.79 5.69
H 1.48 -0.59 4.58
H 1.92 -3.47 -0.09
H 1.92 -3.45 -2.19
H 2.92 -3.13 -4.39
H 3.69 -0.90 -5.13
H 3.99 1.55 -4.61
H 3.65 3.43 -2.99
H 2.37 3.00 -0.91
H 1.73 -4.70 1.87
C -1.90 -1.82 1.10
Si -1.42 -0.93 -0.52
C -1.20 -2.33 -1.81
C -2.96 -0.01 -1.16
C -4.20 -0.56 -1.46
C -5.21 0.22 -2.00
C -4.99 1.57 -2.24
C -3.76 2.13 -1.95
C -2.73 1.35 -1.43
Si -0.92 1.86 -1.16
C -0.36 2.30 -2.94
C -0.94 3.59 -0.32
H -2.66 -2.58 0.91
H -2.27 -1.12 1.84
H -1.02 -2.32 1.52
H -2.18 -2.71 -2.11
H -0.62 -3.16 -1.39
H -0.69 -1.98 -2.71
H -4.39 -1.62 -1.27
H -6.17 -0.22 -2.24
H -5.78 2.18 -2.67
H -3.58 3.18 -2.16
H -1.19 2.74 -3.49
H -0.02 1.42 -3.49
H 0.46 3.02 -2.93
H -1.50 4.31 -0.92
H 0.08 3.98 -0.20
H -1.41 3.53 0.67
C -1.36 1.01 5.27
O -1.63 0.88 3.88
C -0.82 1.47 2.99
O -1.09 1.36 1.81
N 0.16 2.27 3.49
N 1.10 2.85 2.61
H -2.21 0.54 5.77
H -1.31 2.06 5.57
H -0.45 0.48 5.55
H 0.58 2.03 4.36
H 1.64 2.08 2.21
H 0.56 3.24 1.84
```

For the HOMO energy (alpha / beta), the calculation gives -2.01 / -4.50 eV. Its expectation value of S² is 6.21. As for the energy relative to the best compared isomer or geometry (same formula, charge and spin): 67.1 kJ/mol. As for the total charge: -1. As for the largest force on an atom: 2.59 eV/A. Its spin multiplicity is 5. The LUMO energy (alpha / beta) comes out at 2.54 / 2.54 eV. The orbital gap (alpha / beta) is 4.553 / 7.040 eV.

Okay, here come the Löwdin numbers, in e, for every atom: 0.461 0.638 -0.708 -0.159 -0.031 -0.366 -0.140 -0.166 -0.105 0.001 -0.253 -0.066 -0.118 -0.083 -0.172 -0.037 -0.099 -0.185 0.035 -0.156 -0.105 0.088 0.090 0.111 0.089 0.093 0.092 0.103 0.094 0.101 0.101 -0.173 0.585 -0.192 -0.298 -0.104 -0.110 -0.111 -0.107 -0.304 0.560 -0.197 -0.213 0.026 0.018 0.009 0.018 0.016 0.021 0.096 0.090 0.090 0.094 0.020 0.026 0.008 0.021 0.006 0.009 -0.064 0.000 -0.566 0.003 0.008 0.064 0.095 0.094 0.082 0.116 0.068 0.047

---

[3]
Here is C28H32F15O15Zr as an isolated structure in a non-equilibrium geometry from the OMol25 dataset. Energies are from the ωB97M-V functional and the def2-TZVPD basis.

XYZ file:
```
91
Properties=species:S:1:pos:R:3
Zr -2.88 -0.89 1.35
C -1.67 1.63 4.64
C -1.84 0.68 3.73
C -1.21 -0.67 3.85
O -1.52 -1.45 2.81
C -0.48 -1.00 4.89
C -0.23 -0.03 5.93
C -0.84 1.37 5.79
O -0.59 2.21 6.60
O 0.35 -0.33 6.94
O -2.58 0.78 2.62
H -2.18 2.57 4.46
H -0.06 -2.00 4.97
C 0.46 0.68 -1.19
C -0.02 0.07 0.12
O -1.42 -0.15 0.15
H 1.50 0.95 -1.07
H -0.16 1.51 -1.52
H 0.37 -0.11 -1.94
H 0.32 0.52 1.06
H 0.45 -0.92 0.22
C -3.01 -0.99 -5.06
C -2.55 0.10 -4.12
O -2.02 1.24 -4.82
C -0.75 1.11 -5.21
O -0.04 0.19 -4.95
C -0.25 2.36 -5.97
F -1.19 3.29 -6.09
F 0.79 2.89 -5.29
F 0.18 2.01 -7.18
H -2.17 -1.36 -5.66
H -3.75 -0.60 -5.75
H -3.28 -1.84 -4.43
H -1.84 -0.21 -3.35
H -3.42 0.52 -3.62
C 4.35 2.61 1.33
C 4.97 2.38 -0.04
O 4.00 2.59 -1.09
C 3.89 3.83 -1.55
O 4.65 4.72 -1.38
C 2.60 4.03 -2.37
F 1.80 4.93 -1.80
F 2.91 4.40 -3.60
F 1.89 2.88 -2.48
H 3.40 2.08 1.40
H 4.17 3.65 1.58
H 5.00 2.18 2.09
H 5.20 1.32 -0.10
H 5.92 2.88 -0.19
C -1.81 3.75 -0.66
C -2.75 2.76 -1.33
O -4.09 2.86 -0.71
C -4.54 2.01 0.12
O -3.95 1.02 0.53
C -5.99 2.30 0.55
F -5.99 3.24 1.49
F -6.71 2.72 -0.49
F -6.54 1.19 1.03
H -2.36 4.47 -0.07
H -1.20 4.27 -1.40
H -1.15 3.23 0.03
H -2.41 1.73 -1.25
H -2.99 3.04 -2.36
C 0.24 -3.43 -3.09
C -0.22 -3.01 -1.73
O -0.78 -4.12 -1.00
C -1.33 -3.92 0.14
O -1.74 -2.86 0.57
C -1.53 -5.20 0.98
F -0.80 -6.22 0.54
F -1.18 -4.94 2.24
F -2.82 -5.54 0.95
H 0.28 -2.60 -3.79
H -0.40 -4.21 -3.52
H 1.24 -3.87 -3.09
H -0.93 -2.18 -1.81
H 0.57 -2.59 -1.12
C 2.84 -4.07 5.17
C 2.36 -3.13 4.09
O 3.43 -2.97 3.11
C 3.12 -2.67 1.87
O 2.08 -2.81 1.29
C 4.36 -2.19 1.07
F 4.08 -0.96 0.57
F 5.46 -2.09 1.81
F 4.58 -2.99 0.04
H 3.73 -3.69 5.66
H 2.94 -5.10 4.83
H 2.05 -4.10 5.93
H 2.15 -2.17 4.54
H 1.48 -3.52 3.58
```

For the HOMO energy, the calculation gives -11.37 eV. As for the energy relative to the best compared isomer or geometry (same formula, charge and spin): 0.0 kJ/mol. As for the total charge: +1. As for the largest force on an atom: 7.80 eV/A. Its spin multiplicity is 1. The LUMO energy comes out at -5.20 eV. The orbital gap is 6.166 eV.

Okay, here come the Löwdin numbers, in e, for every atom: 2.073 0.070 -0.310 -0.307 -0.210 0.058 -0.314 -0.325 0.157 0.149 -0.211 0.137 0.119 -0.044 -0.300 -0.390 0.079 0.058 0.068 0.126 0.086 -0.040 -0.214 0.029 -0.392 0.163 -0.541 0.176 0.166 0.183 0.082 0.090 0.083 0.102 0.118 -0.055 -0.187 0.026 -0.405 0.194 -0.543 0.178 0.187 0.126 0.072 0.084 0.086 0.111 0.129 -0.022 -0.115 0.099 -0.352 -0.027 -0.555 0.204 0.205 0.179 0.095 0.085 0.081 0.089 0.134 -0.033 -0.172 0.119 -0.350 -0.004 -0.549 0.202 0.192 0.184 0.082 0.094 0.092 0.111 0.122 -0.047 -0.184 0.059 -0.396 0.141 -0.545 0.138 0.193 0.181 0.088 0.085 0.088 0.118 0.114